(1)
{"formula": "C5H7NO", "method": "ωB97M-V with the def2-TZVPD basis set", "species": ["C", "C", "H", "H", "H", "H", "C", "C", "H", "H", "O", "N", "H", "C"], "xyz": [[-1.791, 0.669, 1.051], [-0.559, -0.376, -0.912], [-2.660, 0.939, 0.456], [-0.710, 0.456, -1.618], [1.008, 0.463, 1.527], [-1.204, -1.222, -1.197], [1.925, -0.051, -1.177], [0.520, -0.370, 0.996], [2.868, 0.096, -0.590], [-1.719, 0.947, 2.100], [1.883, 0.256, -2.376], [-0.847, 0.015, 0.510], [0.429, -1.225, 1.686], [0.857, -0.597, -0.457]], "mulliken_charge": [-0.204, -0.486, 0.284, 0.282, 0.295, 0.204, -0.172, -0.479, 0.279, 0.280, -0.627, 0.160, 0.214, -0.029], "de_lowest_kj_mol": 403.0, "energy_ha": -324.5710, "total_charge": 0, "mol_weight_da": 97.12}

(2)
{"formula": "C5H7NO", "method": "ωB97M-V with the def2-TZVPD basis set", "species": ["H", "H", "H", "H", "H", "C", "H", "N", "C", "C", "O", "C", "H", "C"], "xyz": [[1.284, 1.694, 0.913], [-0.121, -1.036, 1.351], [-0.241, -1.620, -1.314], [-0.895, 0.529, 1.292], [2.126, 0.137, 0.873], [-0.283, -0.232, -0.612], [-1.759, -1.709, -0.330], [0.632, 1.715, -2.075], [-1.437, -0.965, -1.089], [0.191, 0.842, -1.453], [-2.069, -0.663, -2.093], [-0.042, -0.049, 0.888], [1.357, 0.697, 2.369], [1.257, 0.661, 1.279]], "mulliken_charge": [0.355, 0.329, 0.196, 0.298, 0.333, 0.322, 0.374, -0.405, -0.164, 0.135, -0.559, -0.338, 0.366, -1.243], "de_lowest_kj_mol": 352.2, "energy_ha": -324.5903, "total_charge": 0, "mol_weight_da": 97.12}

(3)
{"formula": "C5H7NO", "method": "ωB97M-V with the def2-TZVPD basis set", "species": ["H", "C", "N", "C", "H", "H", "H", "H", "C", "H", "C", "H", "O", "C"], "xyz": [[1.533, -1.063, -1.558], [-0.986, 1.035, 0.685], [-0.073, 0.901, -0.485], [-0.410, -0.629, -0.641], [2.107, 1.101, -0.492], [-1.816, 1.726, 0.513], [1.401, -1.764, 0.070], [-0.493, 1.270, 1.632], [1.306, 0.498, -0.042], [-1.307, -1.207, -1.107], [1.092, -0.933, -0.565], [1.447, 0.531, 1.050], [-2.420, -1.043, 0.473], [-1.380, -0.424, 0.469]], "mulliken_charge": [0.216, -0.522, -0.361, -0.037, 0.323, 0.263, 0.291, 0.257, -0.387, 0.300, -0.479, 0.210, -0.566, 0.491], "de_lowest_kj_mol": 362.7, "smiles": "O=C1CN2CC[C@@H]12", "energy_ha": -324.5863, "total_charge": 0, "mol_weight_da": 97.12}

(4)
{"formula": "C5H7NO", "method": "ωB97M-V with the def2-TZVPD basis set", "species": ["H", "C", "H", "C", "C", "C", "H", "H", "H", "H", "O", "H", "C", "N"], "xyz": [[0.878, 0.219, -1.517], [0.879, -0.045, -0.452], [-2.293, -1.002, 0.702], [-1.304, -1.159, 0.263], [1.987, 0.712, 0.252], [-0.498, 0.145, 0.210], [-0.763, -1.883, 0.881], [-1.433, -1.583, -0.738], [-0.319, 0.503, 1.232], [2.969, 0.702, -0.267], [1.856, 1.261, 1.319], [1.164, -1.106, -0.411], [-1.260, 1.205, -0.469], [-1.865, 2.033, -1.005]], "mulliken_charge": [0.405, -0.854, 0.401, -1.520, 0.088, 0.708, 0.387, 0.345, 0.277, 0.343, -0.472, 0.317, 0.036, -0.459], "de_lowest_kj_mol": 75.4, "smiles": "C[C@H](C#N)CC=O", "energy_ha": -324.6957, "total_charge": 0, "mol_weight_da": 97.12}

(5)
{"formula": "C5H7NO", "method": "ωB97M-V with the def2-TZVPD basis set", "species": ["C", "N", "H", "C", "C", "H", "H", "H", "H", "C", "O", "C", "H", "H"], "xyz": [[0.160, 0.409, 1.840], [-0.873, 1.811, 0.136], [1.160, 0.213, -1.301], [0.660, -0.125, -0.400], [-0.777, -0.926, -0.837], [-0.414, 2.516, -0.431], [-0.483, -1.439, -1.730], [2.062, -1.826, 0.242], [-1.605, -0.265, -1.068], [-0.021, 0.778, 0.540], [1.110, -0.766, 1.678], [1.411, -0.992, 0.475], [-1.095, -1.632, -0.095], [-1.295, 2.245, 0.951]], "mulliken_charge": [-1.285, -0.492, 0.465, 0.030, -1.149, 0.229, 0.382, 0.427, 0.356, 0.648, -0.052, -0.188, 0.356, 0.273], "de_lowest_kj_mol": 461.0, "energy_ha": -324.5489, "total_charge": 0, "mol_weight_da": 97.12}

(6)
{"formula": "C5H7NO", "method": "ωB97M-V with the def2-TZVPD basis set", "species": ["N", "H", "O", "C", "H", "C", "H", "H", "C", "H", "H", "C", "C", "H"], "xyz": [[0.023, -1.002, -0.265], [1.200, -1.406, 2.093], [-0.683, 1.258, -0.485], [-1.531, -0.339, -2.079], [-1.993, 0.574, -2.345], [1.542, -0.474, 1.814], [-0.954, -0.730, -2.895], [-2.238, -1.093, -1.674], [0.141, 1.425, 0.732], [2.526, -0.804, 1.318], [1.710, 0.148, 2.679], [-0.587, -0.074, -0.923], [0.622, 0.117, 0.825], [0.221, 2.401, 1.207]], "mulliken_charge": [-0.538, 0.356, -0.314, -0.944, 0.282, -1.166, 0.284, 0.245, -0.459, 0.239, 0.326, 0.644, 0.706, 0.341], "de_lowest_kj_mol": 224.2, "smiles": "Cc1coc(C)n1", "energy_ha": -324.6391, "total_charge": 0, "mol_weight_da": 97.12}

(7)
{"formula": "C5H7NO", "method": "ωB97M-V with the def2-TZVPD basis set", "species": ["O", "N", "H", "H", "H", "H", "H", "C", "H", "H", "C", "C", "C", "C"], "xyz": [[0.317, 2.352, 0.191], [-0.437, -0.287, -2.293], [-1.714, 2.945, 0.539], [-1.057, 1.644, 1.678], [-0.115, -0.946, 1.525], [-0.080, -1.180, -1.923], [1.503, -0.279, 0.935], [-0.453, 0.558, -1.392], [0.133, -2.904, 0.041], [1.764, -2.250, -0.549], [0.757, -1.069, 0.885], [-0.488, 1.412, -0.423], [-1.018, 2.126, 0.701], [0.889, -2.123, 0.085]], "mulliken_charge": [-0.397, -0.659, 0.240, 0.197, 0.206, 0.308, 0.281, 0.632, 0.312, 0.342, -0.424, -0.098, -0.190, -0.751], "de_lowest_kj_mol": 450.1, "smiles": "N=C=C1CO1.C=C", "energy_ha": -324.5531, "total_charge": 0, "mol_weight_da": 97.12}

(8)
{"formula": "C5H7NO", "method": "ωB97M-V with the def2-TZVPD basis set", "species": ["H", "C", "H", "H", "H", "H", "C", "N", "H", "O", "C", "C", "C", "H"], "xyz": [[1.870, 1.987, 0.153], [0.761, -0.227, 1.420], [-0.787, -2.413, -0.437], [1.474, -0.389, -0.509], [-1.422, -1.525, 0.952], [0.820, 1.867, -1.283], [-0.648, -0.290, -0.659], [0.828, -0.559, 2.527], [0.117, 2.247, 0.294], [-1.053, 0.329, -1.615], [0.675, 0.166, 0.007], [0.892, 1.666, -0.213], [-1.350, -1.519, -0.140], [-2.344, -1.566, -0.588]], "mulliken_charge": [0.388, 0.036, 0.294, 0.215, 0.384, 0.348, 0.461, -0.441, 0.335, -0.541, 0.722, -1.346, -1.203, 0.349], "de_lowest_kj_mol": 48.4, "smiles": "CC(=O)[C@@H](C)C#N", "energy_ha": -324.7060, "total_charge": 0, "mol_weight_da": 97.12}

(9)
{"formula": "C5H7NO", "method": "ωB97M-V with the def2-TZVPD basis set", "species": ["O", "H", "C", "C", "C", "H", "H", "H", "H", "H", "N", "C", "H", "C"], "xyz": [[-0.410, 1.898, 0.098], [-3.156, 0.318, -0.400], [-1.066, 0.888, 0.130], [-1.326, -0.404, 0.772], [1.995, -1.020, -0.509], [-1.839, -0.460, -1.420], [1.957, -1.844, 0.195], [2.041, -1.219, -1.574], [-0.575, -1.176, 0.616], [1.665, 1.902, 0.555], [2.479, 1.308, 0.376], [2.202, 0.198, -0.057], [-1.864, -0.449, 1.717], [-2.102, 0.058, -0.500]], "mulliken_charge": [-0.568, 0.259, 0.617, -0.448, -1.072, 0.236, 0.318, 0.247, 0.201, 0.393, -0.592, 0.710, 0.256, -0.558], "de_lowest_kj_mol": 324.3, "smiles": "O=C1CC1.C=C=N", "energy_ha": -324.6010, "total_charge": 0, "mol_weight_da": 97.12}

(10)
{"formula": "C5H7NO", "method": "ωB97M-V with the def2-TZVPD basis set", "species": ["H", "O", "C", "C", "H", "C", "N", "C", "H", "C", "H", "H", "H", "H"], "xyz": [[-1.186, 2.097, 2.588], [-0.791, -1.169, -0.414], [0.294, -1.192, 0.409], [-1.488, 0.090, -0.543], [-2.522, -0.183, -0.776], [-1.426, 0.900, 0.674], [1.430, -0.643, 0.001], [-1.295, 1.529, 1.692], [0.165, -1.374, 1.468], [1.800, -0.097, -1.159], [-1.087, 0.661, -1.391], [1.126, -0.170, -1.998], [2.140, -0.614, 0.726], [2.840, 0.166, -1.277]], "mulliken_charge": [0.378, -0.369, -0.325, -0.642, 0.304, -0.238, -0.017, 0.105, 0.449, -0.662, 0.281, 0.233, 0.243, 0.259], "de_lowest_kj_mol": 487.4, "energy_ha": -324.5388, "total_charge": 0, "mol_weight_da": 97.12}

(11)
{"formula": "C5H7NO", "method": "ωB97M-V with the def2-TZVPD basis set", "species": ["C", "C", "O", "H", "H", "H", "H", "N", "C", "H", "H", "C", "C", "H"], "xyz": [[0.168, 0.184, -0.464], [-0.481, 0.437, 0.821], [1.625, 1.936, -0.446], [-0.981, -1.646, -1.210], [0.791, 2.256, -0.062], [0.280, -1.891, 0.545], [-0.438, 1.080, 1.700], [-1.462, -0.640, 0.689], [-0.133, -1.055, 1.141], [-1.710, 0.010, -1.356], [0.267, -1.025, 2.132], [-1.061, -0.649, -0.776], [1.269, 0.704, -0.955], [1.865, 0.299, -1.760]], "mulliken_charge": [-0.377, 0.160, -0.520, 0.300, 0.329, 0.225, 0.517, -0.639, -0.480, 0.254, 0.326, -0.229, -0.238, 0.370], "de_lowest_kj_mol": 529.5, "energy_ha": -324.5228, "total_charge": 0, "mol_weight_da": 97.12}

(12)
{"formula": "C5H7NO", "method": "ωB97M-V with the def2-TZVPD basis set", "species": ["C", "O", "H", "C", "H", "H", "N", "C", "C", "H", "H", "H", "C", "H"], "xyz": [[-2.167, 0.130, 0.330], [2.473, 0.065, -0.991], [-3.017, -0.340, 0.836], [0.286, 0.170, 0.006], [1.871, -1.314, 0.425], [-0.640, -0.315, 1.873], [1.330, 1.342, -2.762], [1.865, 0.732, -1.930], [-0.809, -0.415, 0.786], [-0.729, -1.504, 0.605], [2.023, 0.335, 1.060], [-2.206, 1.209, 0.503], [1.648, -0.257, 0.201], [-2.274, -0.021, -0.750]], "mulliken_charge": [-1.110, -0.332, 0.372, -0.273, 0.326, 0.339, -0.429, 0.505, -0.431, 0.280, 0.256, 0.304, -0.105, 0.297], "de_lowest_kj_mol": 491.9, "energy_ha": -324.5371, "total_charge": 0, "mol_weight_da": 97.12}